{
  "formula": "C21H59BeF6N5O6P",
  "method": "wB97M-V/def2-TZVPD",
  "species": ["Be", "P", "F", "F", "F", "F", "F", "F", "C", "C", "C", "O", "C", "N", "H", "H", "H", "H", "H", "H", "H", "H", "H", "H", "H", "C", "C", "C", "O", "C", "N", "H", "H", "H", "H", "H", "H", "H", "H", "H", "H", "H", "C", "C", "C", "O", "C", "N", "H", "H", "H", "H", "H", "H", "H", "H", "H", "H", "H", "C", "C", "C", "O", "C", "N", "H", "H", "H", "H", "H", "H", "H", "H", "H", "H", "H", "C", "C", "C", "O", "C", "N", "H", "H", "H", "H", "H", "H", "H", "H", "H", "H", "H", "C", "O", "H", "H", "H", "H"],
  "positions_angstrom": [[-5.642, -12.055, 14.670], [-6.538, -9.296, 15.586], [-6.042, -10.562, 14.754], [-7.978, -10.105, 16.012], [-5.923, -9.778, 16.982], [-7.109, -7.983, 16.306], [-5.170, -8.587, 15.316], [-7.119, -8.636, 14.189], [-4.042, -10.801, 18.088], [-4.315, -11.714, 16.960], [-5.481, -12.664, 17.141], [-5.622, -13.447, 15.978], [-6.082, -14.766, 16.250], [-4.545, -10.856, 15.830], [-3.215, -10.164, 17.773], [-3.741, -11.335, 18.990], [-4.896, -10.188, 18.374], [-3.415, -12.296, 16.760], [-6.431, -12.290, 17.521], [-5.182, -13.338, 17.944], [-6.306, -15.194, 15.273], [-6.973, -14.764, 16.877], [-5.317, -15.417, 16.675], [-4.927, -10.012, 16.232], [-3.601, -10.627, 15.555], [-2.830, -7.429, 15.677], [-2.995, -8.119, 14.242], [-1.643, -8.168, 13.432], [-1.882, -8.671, 12.125], [-2.407, -7.637, 11.278], [-3.522, -9.437, 14.428], [-2.032, -7.971, 16.184], [-3.674, -7.428, 16.366], [-2.491, -6.396, 15.610], [-3.757, -7.558, 13.701], [-1.082, -9.017, 13.821], [-1.017, -7.277, 13.476], [-2.631, -7.940, 10.255], [-1.600, -6.964, 10.991], [-3.277, -7.117, 11.680], [-4.423, -9.260, 14.849], [-3.071, -9.817, 15.247], [-7.699, -11.335, 11.087], [-7.288, -11.897, 12.423], [-6.454, -13.227, 12.359], [-6.063, -13.704, 13.657], [-5.474, -15.015, 13.430], [-6.505, -10.834, 13.015], [-6.859, -11.250, 10.397], [-8.097, -10.323, 11.156], [-8.567, -11.860, 10.689], [-8.069, -12.103, 13.155], [-5.571, -13.176, 11.722], [-7.075, -14.042, 11.987], [-5.028, -15.317, 14.378], [-4.695, -15.068, 12.669], [-6.278, -15.722, 13.225], [-6.895, -9.902, 12.997], [-5.645, -10.728, 12.495], [-10.109, -8.665, 14.664], [-9.300, -8.483, 13.366], [-10.047, -9.199, 12.150], [-9.259, -9.315, 10.937], [-9.776, -10.178, 9.954], [-9.075, -7.097, 12.922], [-11.125, -8.276, 14.590], [-9.603, -7.979, 15.342], [-10.145, -9.682, 15.054], [-8.341, -8.978, 13.516], [-11.028, -8.755, 11.982], [-10.321, -10.203, 12.475], [-9.107, -10.433, 9.133], [-10.650, -9.718, 9.493], [-10.177, -11.131, 10.299], [-8.298, -7.152, 12.279], [-8.742, -6.551, 13.703], [-8.926, -12.395, 16.637], [-7.938, -12.939, 15.557], [-8.680, -13.793, 14.456], [-9.556, -12.911, 13.798], [-10.294, -13.274, 12.649], [-7.255, -11.749, 15.044], [-9.689, -11.722, 16.246], [-8.360, -11.875, 17.410], [-9.388, -13.266, 17.102], [-7.235, -13.637, 16.014], [-9.375, -14.514, 14.888], [-7.976, -14.258, 13.767], [-9.731, -13.024, 11.750], [-11.256, -12.770, 12.563], [-10.469, -14.345, 12.546], [-7.500, -10.924, 15.573], [-7.914, -11.535, 14.309], [-8.052, -6.554, 17.392], [-8.126, -6.254, 16.015], [-9.078, -6.731, 17.715], [-7.528, -7.489, 17.588], [-7.476, -5.813, 17.946], [-8.197, -7.142, 15.658]],
  "mulliken_charge": [-0.89, 1.18, 0.16, -0.26, -0.57, 0.44, 0.33, -0.62, -1.64, -0.19, -0.37, 0.15, -1.79, -1.11, 0.40, 0.49, 0.33, 0.57, -0.10, 0.50, 0.66, 0.61, 0.13, 1.41, -0.04, -1.41, 0.36, -0.66, -0.31, -0.71, -0.71, 0.36, 0.25, 0.45, 0.20, 0.24, 0.36, 0.27, 0.34, 0.26, 0.20, 0.53, -2.59, 1.65, -1.81, 0.88, -1.12, -0.73, 0.25, 0.91, 0.46, -0.23, 0.65, 0.49, 0.37, 0.30, 0.35, 0.53, 0.43, -1.11, 1.38, -0.68, -0.47, -1.18, -0.70, 0.49, 0.26, 0.18, -1.12, 0.64, 0.07, 0.39, 0.40, 0.40, 0.33, 0.39, -1.67, 0.70, -1.30, -0.44, -0.73, 0.63, 0.28, 0.39, 0.48, 0.26, 0.81, 0.24, 0.24, 0.26, 0.41, 1.49, -0.78, -0.76, -0.65, 0.30, 0.05, 0.37, 0.14],
  "charge": 1,
  "e_homo_ev": -11.24,
  "multiplicity": 1,
  "e_above_lowest_ev": 23.899,
  "homo_lumo_gap_ev": 8.8438
}